# 1
C19H43N5O2PS | ωB97M-V/def2-TZVPD

XYZ file:
```
71
C19H43N5O2PS, DFT ωB97M-V/def2-TZVPD
N -2.49929 -0.94957 0.88205
C -1.76462 -1.86575 1.47439
N -2.18585 -2.48303 2.60988
N -0.55829 -2.18257 0.92808
P 0.79454 -1.89294 2.04017
S 0.82569 -0.04971 2.60601
H -2.45980 -0.93643 -0.13613
H -3.45375 -0.91543 1.21791
H -2.87947 -3.20474 2.57760
H -1.80695 -2.23379 3.50285
H -0.38361 -1.51259 0.18033
H 0.53118 -2.73266 3.12278
H 1.94388 -2.31510 1.36568
C 7.71844 2.84498 3.41827
C 6.97592 3.62283 2.30331
C 5.96215 4.58653 2.92267
C 4.72379 3.89268 3.48808
C 4.09070 2.98220 2.43706
C 5.07968 1.98973 1.83138
N 6.31590 2.67200 1.35947
O 6.07900 3.25794 0.23700
C 5.41294 0.90190 2.86902
C 4.41408 1.24467 0.68182
C 8.04474 4.43046 1.57828
H 7.13784 2.75716 4.33648
H 7.99221 1.84342 3.08874
H 8.64599 3.34557 3.68841
H 5.64100 5.30827 2.16549
H 6.45366 5.16307 3.70820
H 4.97545 3.32276 4.38667
H 3.99638 4.64398 3.79962
H 3.25461 2.43419 2.87884
H 3.66454 3.60608 1.64515
H 6.19679 0.24014 2.49900
H 4.52844 0.29376 3.06353
H 5.72753 1.29687 3.83150
H 4.02176 1.91508 -0.08046
H 3.57148 0.66071 1.05575
H 5.11301 0.55808 0.20118
H 8.77595 3.77656 1.10146
H 8.56791 5.05991 2.29593
H 7.62467 5.08686 0.81909
C -4.54422 -2.03942 -5.04880
C -4.52321 -2.83824 -3.72217
C -5.73416 -3.76877 -3.64818
C -7.05030 -3.04319 -3.38004
C -6.93567 -2.15055 -2.14661
C -5.75365 -1.18454 -2.21555
N -4.48677 -1.90295 -2.55534
O -4.03932 -2.51771 -1.51273
C -6.04659 -0.07625 -3.24207
C -5.61202 -0.46202 -0.88082
C -3.25494 -3.68199 -3.76618
H -5.54656 -1.91787 -5.45622
H -4.10236 -1.05110 -4.92724
H -3.96075 -2.54592 -5.81429
H -5.57506 -4.50635 -2.85521
H -5.80549 -4.33027 -4.58045
H -7.35217 -2.45479 -4.24974
H -7.84163 -3.77599 -3.22075
H -7.85584 -1.57890 -2.01745
H -6.83797 -2.78461 -1.25940
H -5.17514 0.56333 -3.38602
H -6.86132 0.55199 -2.88566
H -6.35574 -0.45304 -4.21241
H -5.51651 -1.15685 -0.04466
H -6.49595 0.14296 -0.69538
H -4.74511 0.20504 -0.88552
H -2.36339 -3.05291 -3.79637
H -3.26465 -4.29765 -4.66249
H -3.17372 -4.35553 -2.91481
```

The LUMO energy (alpha / beta) comes out at -4.175 / -4.180 eV. Its net charge is +1. The value obtained for the total energy is -52060.6609 eV. As for the HOMO-LUMO gap (alpha / beta): 5.7149 / 6.6197 eV. As for the max |F|: 2.1 eV/A. The multiplicity is 3.

***

# 2
C13H18CoF5I2OP2 | ωB97M-V/def2-TZVPD

XYZ file:
```
42
C13H18CoF5I2OP2, DFT ωB97M-V/def2-TZVPD
I 2.86252 -0.88650 -2.05139
I -1.13733 -1.85731 0.90166
Co 0.34296 -0.55288 -0.24563
P 1.36271 -0.11362 1.80925
C 2.37665 -1.56880 1.99944
C 2.43568 1.29020 1.69510
H 2.84848 1.39647 2.72349
H 1.02022 0.32039 4.04449
H 1.86532 2.19374 1.36708
H -0.49772 0.76364 3.05707
H 3.03113 -1.66615 1.12768
H 3.24077 1.05208 0.96431
C 0.30847 0.00778 3.23943
H 2.93145 -1.42479 2.91762
H -0.11958 -1.00859 3.42141
H 1.70461 -2.43512 2.02664
P -1.33050 -0.09613 -1.83303
C -1.22402 -1.54625 -2.86670
C -3.00798 0.02695 -1.24768
H -0.74493 2.20768 -2.17924
H -1.75726 1.41931 -3.52004
H 0.03727 1.06364 -3.37811
C -0.89682 1.30649 -2.82261
H -3.06902 0.77961 -0.42015
H -3.56663 0.34315 -2.16471
H -1.93550 -1.39781 -3.66811
H -1.45217 -2.41571 -2.24254
H -3.31110 -0.99018 -0.89586
H -0.20027 -1.64875 -3.23980
C 0.76014 -2.17470 -0.60496
O 1.18683 -3.33272 -0.93468
F 1.13590 2.86605 -0.83041
C -0.05291 2.99341 0.04891
C -0.73185 1.91642 0.54767
C -1.87104 1.94138 1.38816
F -2.53517 0.83883 1.87355
C -2.29256 3.29175 1.70150
F -3.32676 3.38598 2.46533
C -1.64725 4.35268 1.22727
F -2.02915 5.54097 1.51246
C -0.51783 4.23590 0.39304
F 0.14972 5.33114 -0.09782
```

The LUMO energy (alpha / beta) comes out at -8.669 / -10.418 eV. Its net charge is +2. The value obtained for the total energy is -101790.1418 eV. As for the HOMO-LUMO gap (alpha / beta): 6.3539 / 5.5573 eV. As for the max |F|: 13.2 eV/A. The multiplicity is 5.

***

# 3
C3H15NO4 | ωB97M-V/def2-TZVPD

XYZ file:
```
23
C3H15NO4, DFT ωB97M-V/def2-TZVPD
C -1.42150 0.50926 2.26318
C -0.28796 -0.09933 1.47110
C 0.07803 1.91329 0.19802
N 0.19185 0.60027 0.27107
H -1.78955 -0.23458 2.90782
H -1.18075 1.23334 3.04597
H -2.22156 0.85014 1.59627
H -0.38252 -1.13150 1.22925
H 0.43500 -0.19863 2.35182
H -0.50686 2.64833 0.88702
H 0.64614 2.44902 -0.59478
H 3.58214 -0.25791 0.36718
H 4.82906 0.38008 -0.52990
O 4.26048 -0.35544 -0.32650
H 0.80794 -3.71958 -1.84231
H 1.17282 -2.81155 -0.68246
O 1.43679 -3.68987 -1.12551
H -1.91054 -3.56385 2.03368
H -3.03455 -3.76670 1.11208
O -2.61532 -3.10003 1.62509
H -1.04263 4.61770 -4.56333
H -2.27032 5.35596 -4.13933
O -1.66796 4.64640 -3.75687
```

The LUMO energy (alpha / beta) comes out at -5.726 / -9.353 eV. Its net charge is +1. The value obtained for the total energy is -13022.5377 eV. As for the HOMO-LUMO gap (alpha / beta): 8.2078 / 4.5807 eV. As for the max |F|: 6.7 eV/A. The multiplicity is 2.

***

# 4
C3H4BrClS | ωB97M-V/def2-TZVPD

XYZ file:
```
10
C3H4BrClS, DFT ωB97M-V/def2-TZVPD
C -0.60149 -0.51564 -0.01495
C -2.14990 -0.60667 0.17869
C 1.85788 0.65728 0.00606
S 0.08027 1.10113 -0.05626
Cl -2.90559 -2.15806 0.00443
Br -3.24608 0.97933 0.08305
H 0.08597 -1.23690 -0.31988
H 2.35012 0.49809 1.04444
H 2.39986 1.44993 -0.38094
H 2.12896 -0.16851 -0.54465
```

The LUMO energy comes out at 0.050 eV. Its SMILES is CS/C=C(/Cl)Br. Its net charge is 0. The value obtained for the total energy is -96573.5739 eV. As for the HOMO-LUMO gap: 8.0281 eV. As for the max |F|: 8.2 eV/A.